(1)
This record from the OMol25 dataset describes a 2-piece molecular cluster, C2H8N4 overall at a distorted geometry. The level of theory is the ωB97M-V functional and the def2-TZVPD basis.

Results
Gap between HOMO and LUMO (spin up / spin down)   8.73 / 8.73 eV
HOMO (spin up / spin down)   -20.4 / -20.4 eV
Charge   +2
Energy relative to the best compared isomer or geometry (same formula, charge and spin)   86.0 kcal/mol
LUMO level (spin up / spin down)   -0.4297 / -0.4297 hartree

Positions of all 14 atoms, in Å:
C 1.85895 -0.48191 0.00565
C -1.92416 0.38577 -0.16829
N 0.64419 -0.68841 -0.48799
N -0.73475 0.76972 -0.51650
N 2.31198 0.63430 0.49027
N -2.27638 -0.63388 0.53343
H 2.57127 -1.24731 -0.31892
H -2.78329 1.04365 -0.47660
H 0.46428 -1.49537 -1.10364
H -0.22977 1.57517 -1.03022
H 3.33881 0.61531 0.87804
H 1.61276 1.38374 0.55042
H -3.28321 -0.55049 0.86827
H -1.57068 -1.31030 0.77608

(2)
This record from the OMol25 dataset describes a 2-piece molecular cluster, C2H8N4O overall at a distorted geometry. The level of theory is the ωB97M-V functional and the def2-TZVPD basis.

Results
Gap between HOMO and LUMO (spin up / spin down)   9.33 / 7.62 eV
HOMO (spin up / spin down)   -8.4 / -8.6 eV
Energy relative to the best compared isomer or geometry (same formula, charge and spin)   41.2 kcal/mol
Expectation value of S²   2.009
Spin multiplicity   3
LUMO level (spin up / spin down)   0.0357 / -0.0361 hartree

Positions of all 15 atoms, in Å:
C 1.22067 1.16435 -0.99228
C 1.16718 -0.23376 0.85101
N -2.60682 -0.29796 0.89987
N -1.36227 -1.37135 -0.64491
N 0.92575 -0.14257 -0.55619
N -1.58685 -0.62174 0.45167
O -3.00914 0.35681 1.80663
H 0.87320 1.91353 -0.23950
H 2.25912 1.23996 -1.03595
H 0.90161 1.26087 -2.06435
H 0.98419 -1.37760 1.11502
H 2.27160 -0.01264 1.09114
H 0.55296 0.52216 1.46863
H -0.37534 -0.97045 -0.98530
H -2.21586 -1.42961 -1.16550

(3)
This record from the OMol25 dataset describes an isolated ion of composition C2H8N4O and charge +2 at a distorted geometry. The level of theory is the ωB97M-V functional and the def2-TZVPD basis.

Results
Gap between HOMO and LUMO   12.06 eV
HOMO   -19.5 eV
Charge   +2
Energy relative to the best compared isomer or geometry (same formula, charge and spin)   0.0 kcal/mol
SMILES string   [NH2+]=C1NO[C@@H]([NH3+])N1
LUMO level   -0.2725 hartree

Positions of all 15 atoms, in Å:
N 0.63229 2.26366 -0.85211
C 0.61148 1.01998 -0.49418
N 1.46837 0.31908 0.22256
O 1.07550 -1.01860 0.33311
C -0.22443 -1.13121 -0.12218
N -1.14665 -1.38885 1.13177
N -0.53217 0.09780 -0.73137
H -0.12070 2.69175 -1.37909
H 1.43745 2.85601 -0.67432
H 2.44845 0.46561 0.44899
H -0.34614 -2.03353 -0.74055
H -2.10945 -1.64081 0.85694
H -1.20137 -0.57743 1.76769
H -0.75519 -2.18167 1.66800
H -1.23745 0.25821 -1.43527

(4)
This record from the OMol25 dataset describes C2H8N4O2Tl as an isolated structure at a distorted geometry. The level of theory is the ωB97M-V functional and the def2-TZVPD basis.

Results
Gap between HOMO and LUMO (spin up / spin down)   8.76 / 2.61 eV
HOMO (spin up / spin down)   -16.0 / -15.8 eV
Charge   +2
Expectation value of S²   0.765
Spin multiplicity   2
LUMO level (spin up / spin down)   -0.2663 / -0.4857 hartree

Positions of all 17 atoms, in Å:
Tl -17.18588 -0.35206 -1.12765
C -15.16328 -0.15016 -4.65371
O -15.79135 -0.54321 -3.66346
N -15.09829 1.05231 -5.00698
N -14.31123 -0.88937 -5.36690
H -15.46390 1.81534 -4.45541
H -14.47687 1.20180 -5.78901
H -14.32639 -1.84717 -5.04671
H -14.34923 -0.68617 -6.35551
C -19.72834 -3.55046 -1.17966
O -18.97338 -2.66694 -0.76683
N -19.42695 -4.78452 -1.29664
N -20.94293 -3.26109 -1.47340
H -18.45983 -5.00284 -1.10397
H -20.07973 -5.39723 -1.76414
H -21.07693 -2.26003 -1.47243
H -21.65210 -3.85666 -1.87650

(5)
This record from the OMol25 dataset describes one molecule with the formula C2H8N4S at a distorted geometry. The level of theory is the ωB97M-V functional and the def2-TZVPD basis.

Results
Gap between HOMO and LUMO   9.23 eV
HOMO   -8.5 eV
Energy relative to the best compared isomer or geometry (same formula, charge and spin)   51.6 kcal/mol
SMILES string   CN/C(=N/N)NS
LUMO level   0.0269 hartree

Positions of all 15 atoms, in Å:
C 2.18741 -0.62765 -0.20422
N 0.87219 -1.12114 0.10997
C -0.19450 -0.09867 0.14299
N 0.21177 1.08982 0.07817
N -0.81665 2.12919 0.17172
N -1.39151 -0.73247 0.59777
S -2.77625 -0.67663 -0.27119
H 2.45945 -0.05229 0.66352
H 2.82946 -1.44597 -0.19834
H 2.26238 -0.04002 -1.23291
H 0.68297 -1.91256 -0.58070
H -1.45212 1.68588 -0.60100
H -0.35513 3.08126 -0.45103
H -1.11091 -1.52838 1.36116
H -3.40854 0.24964 0.41407

(6)
This record from the OMol25 dataset describes one molecule with the formula C2H8N4S at a distorted geometry. The level of theory is the ωB97M-V functional and the def2-TZVPD basis.

Results
Gap between HOMO and LUMO   8.19 eV
HOMO   -7.5 eV
Energy relative to the best compared isomer or geometry (same formula, charge and spin)   58.2 kcal/mol
SMILES string   CN/C(=N\N)NS
LUMO level   0.0240 hartree

Positions of all 15 atoms, in Å:
C 0.67771 1.63641 0.22055
N -0.05721 0.65879 -0.77017
C -0.20445 -0.64526 -0.24529
N 0.65377 -1.56284 -0.01847
N 1.89345 -1.16451 -0.00604
N -1.59920 -1.22767 -0.18289
S -3.13350 -0.27137 -0.09401
H 0.92867 2.51905 -0.50758
H 1.51286 1.04843 0.48910
H 0.14774 2.20676 1.03870
H -1.18780 1.09288 -0.86811
H 2.30610 -0.62395 -0.82703
H 2.66897 -1.77151 0.31030
H -1.71534 -2.22019 0.24717
H -2.89178 0.32497 1.21376

(7)
This record from the OMol25 dataset describes an isolated ion of composition C2H8N5O and charge +1 at a distorted geometry. The level of theory is the ωB97M-V functional and the def2-TZVPD basis.

Results
Gap between HOMO and LUMO   10.82 eV
HOMO   -14.2 eV
Charge   +1
Energy relative to the best compared isomer or geometry (same formula, charge and spin)   67.5 kcal/mol
SMILES string   [H]/N=C\NN/C(O)=[NH+]/N
LUMO level   -0.1240 hartree

Positions of all 16 atoms, in Å:
H 3.12906 0.87885 -0.80749
N 2.72515 0.80078 0.13527
C 2.03404 -0.11122 0.56274
N 1.46212 -1.22427 -0.15359
N 0.11380 -1.44692 0.16589
C -0.84013 -0.49627 0.02926
O -2.15259 -0.83096 0.16776
N -0.64768 0.78491 -0.22248
N -1.70821 1.63921 -0.24262
H 1.41993 -0.05636 1.48452
H 1.54934 -1.70861 -1.00046
H -0.22025 -2.33228 0.51941
H -2.71587 -0.10611 -0.10316
H 0.28077 1.12164 -0.09959
H -2.18723 1.45898 0.67330
H -2.24227 1.62862 -1.10876

(8)
This record from the OMol25 dataset describes a 2-piece molecular cluster, C2H8N6 overall at a distorted geometry. The level of theory is the ωB97M-V functional and the def2-TZVPD basis.

Results
Gap between HOMO and LUMO   9.68 eV
HOMO   -9.2 eV
Energy relative to the best compared isomer or geometry (same formula, charge and spin)   114.6 kcal/mol
LUMO level   0.0196 hartree

Positions of all 16 atoms, in Å:
C -1.68023 0.12016 0.81172
C -0.89321 0.00562 -0.56351
N 4.46228 -0.65507 -0.87844
N 4.82088 -1.67155 -0.63762
N 4.20074 0.42667 -1.26330
N 1.38535 -0.48245 -0.65727
N 0.86910 1.54826 -0.02186
N 0.54684 0.38257 -0.36628
H -1.10016 -0.52566 1.43304
H -2.78046 -0.28536 0.69112
H -1.77699 1.07715 1.27876
H -1.24229 0.71508 -1.20601
H -0.96816 -0.95545 -0.92307
H 3.48550 1.05841 -0.93762
H 1.01145 -1.38958 -0.92282
H 0.09577 2.00224 0.46415

(9)
This record from the OMol25 dataset describes a 3-piece molecular cluster, C2H8N6O overall at a distorted geometry. The level of theory is the ωB97M-V functional and the def2-TZVPD basis.

Results
Gap between HOMO and LUMO   7.88 eV
HOMO   -9.1 eV
Energy relative to the best compared isomer or geometry (same formula, charge and spin)   289.4 kcal/mol
LUMO level   -0.0437 hartree

Positions of all 17 atoms, in Å:
C -0.29270 0.21541 0.35774
C -0.21673 -0.17886 -2.15661
H 2.02726 1.82799 0.65105
H 2.36188 0.29050 0.86836
H -0.10914 1.42367 1.82801
H -0.89414 -0.24540 2.43394
H -3.67766 -0.63221 1.33108
H 0.64927 -2.07744 -0.30869
H -1.21889 0.41812 -1.86549
H 0.93643 -1.26048 -3.13197
N 1.93929 1.04867 1.44446
N 0.53527 0.56356 1.49501
N -1.51773 0.22332 0.07408
N -2.31495 0.57831 1.35147
N 0.51477 -0.15694 -0.86143
N -0.04808 -0.81484 -3.22866
O 1.32584 -1.22338 -0.28235

(10)
This record from the OMol25 dataset describes a 3-piece molecular cluster, C2H8N6O4 overall at a distorted geometry. The level of theory is the ωB97M-V functional and the def2-TZVPD basis.

Results
Gap between HOMO and LUMO (spin up / spin down)   8.33 / 8.33 eV
HOMO (spin up / spin down)   -8.5 / -8.5 eV
Energy relative to the best compared isomer or geometry (same formula, charge and spin)   23.0 kcal/mol
LUMO level (spin up / spin down)   -0.0063 / -0.0063 hartree

Positions of all 20 atoms, in Å:
C -1.44054 -2.10843 -0.63337
C 1.26915 1.88911 0.58234
N -2.24490 -1.06562 -0.76142
N -0.22291 -1.94198 -0.17036
N -1.88122 -3.34314 -0.94517
N 2.20876 3.70261 1.52706
N -0.05348 1.91710 0.43424
N 2.19860 0.91995 0.44911
O -0.60524 0.82285 0.10769
O 1.81459 -0.21042 0.08240
O -0.70358 2.94325 0.56764
O 3.37754 1.17123 0.64560
H -1.87006 -0.15554 -0.47165
H -3.18423 -1.15014 -1.10282
H 0.16684 -0.99817 -0.00617
H 0.42676 -2.70499 -0.10104
H -2.79019 -3.48036 -1.33952
H -1.25493 -4.12729 -0.92111
H 1.67410 4.36523 0.97052
H 3.11495 3.55475 1.08603